# 1
ORCA calculation (ωB97M-V with the def2-TZVPD basis set) on 3 unconnected molecules or ions with the total composition C11H28FN2O3.

The molar mass comes out at 255.354 g/mol. Its spin multiplicity is 1. The calculation puts the max |F| at 0.0073 hartree/bohr. The net charge is -1. The value obtained for the HOMO energy is -1.82 eV. The value obtained for the HOMO-LUMO gap is 0.1615 Eh.

Each line ends with the Mulliken charge.
Element x y z (Å)
1 C -0.369 -1.007 -0.725  -0.610
2 O 0.681 -0.995 -1.642  -0.244
3 C 1.588 0.115 -1.447  -0.244
4 C 2.968 -0.321 -0.992  -0.524
5 F 3.509 0.953 -0.318  -0.313
6 H -1.053 -1.822 -0.989  0.132
7 H -0.937 -0.058 -0.736  0.279
8 H -0.013 -1.176 0.304  0.261
9 H 1.515 0.669 -2.414  0.220
10 H 1.194 0.776 -0.659  0.143
11 H 3.654 -0.347 -1.860  -0.120
12 C -1.614 -4.286 1.222  -1.423
13 C -2.569 -3.475 2.092  0.373
14 C -3.812 -4.244 2.544  -0.708
15 O -4.786 -4.457 1.537  -0.369
16 C -4.572 -5.580 0.710  -0.629
17 N -2.868 -2.224 1.406  -0.511
18 H -2.006 -4.395 0.210  0.276
19 H -0.660 -3.768 1.139  0.336
20 H -1.443 -5.283 1.635  0.372
21 H -2.037 -3.211 3.014  0.293
22 H -4.321 -3.663 3.317  0.343
23 H -3.518 -5.209 2.982  0.387
24 H -4.151 -6.414 1.282  0.295
25 H -3.901 -5.367 -0.125  0.240
26 H -5.543 -5.878 0.314  0.250
27 H -3.375 -1.585 2.008  0.245
28 H -3.476 -2.409 0.615  0.244
29 C 3.475 5.677 -1.137  -1.533
30 C 3.540 4.155 -1.134  0.316
31 C 2.227 3.450 -1.472  -0.307
32 O 1.250 3.521 -0.442  -0.283
33 C 0.406 4.639 -0.485  -0.710
34 N 4.093 3.680 0.135  -0.897
35 H 2.955 6.044 -0.249  0.275
36 H 4.482 6.095 -1.121  0.372
37 H 2.951 6.054 -2.019  0.331
38 H 4.240 3.842 -1.918  0.391
39 H 2.466 2.398 -1.594  0.015
40 H 1.783 3.830 -2.406  0.437
41 H 0.156 4.911 -1.520  0.337
42 H 0.837 5.523 -0.001  0.193
43 H -0.516 4.374 0.036  0.253
44 H 4.192 2.666 0.062  0.504
45 H 3.375 3.803 0.844  0.312

=====

# 2
ORCA calculation (ωB97M-V with the def2-TZVPD basis set) on a gas-phase ion, C12H19BF3O5 (charge -1) at a distorted geometry.

The molar mass comes out at 311.085 g/mol. Its spin multiplicity is 1. The calculation puts the max |F| at 0.1872 hartree/bohr. The net charge is -1. The value obtained for the HOMO energy is -4.94 eV. The value obtained for the HOMO-LUMO gap is 0.2879 Eh.

Each line ends with the Mulliken charge.
Element x y z (Å)
1 C -2.472 1.181 3.235  -0.945
2 C -1.925 0.748 2.009  -0.276
3 C -0.843 0.153 0.880  1.394
4 O 0.336 -0.568 1.381  -0.257
5 C 0.070 -1.997 1.605  0.062
6 C -0.825 -2.342 2.934  -0.974
7 O -0.303 1.449 0.347  -0.728
8 B -1.338 2.103 -0.530  0.991
9 C -0.461 2.709 -1.825  -0.801
10 C -2.035 3.509 0.031  0.604
11 F -2.335 4.455 -1.107  -0.302
12 F -1.008 4.175 0.870  -0.292
13 F -3.339 3.286 0.720  -0.268
14 O -2.262 0.951 -0.826  -0.634
15 C -1.562 -0.343 -0.527  -0.256
16 O -0.738 -0.499 -1.737  -0.236
17 C -0.410 -1.907 -2.014  -0.367
18 C 1.212 -2.122 -1.674  -0.427
19 O 1.744 -0.770 -1.410  -0.202
20 C 3.066 -0.813 -0.764  -0.108
21 C 3.738 0.696 -0.614  -0.829
22 H -2.929 1.359 4.324  0.297
23 H 1.135 -2.508 1.781  0.228
24 H -0.409 -2.565 0.702  0.002
25 H -0.277 -2.117 3.963  0.232
26 H -1.915 -1.886 2.925  0.252
27 H -0.985 -3.525 2.926  0.321
28 H 0.410 1.945 -2.101  -0.071
29 H -1.163 2.819 -2.771  0.164
30 H 0.073 3.724 -1.577  0.186
31 H -2.325 -1.228 -0.436  0.169
32 H -0.535 -2.159 -3.171  0.243
33 H -1.050 -2.692 -1.427  0.215
34 H 1.781 -2.614 -2.587  0.367
35 H 1.357 -2.875 -0.765  0.204
36 H 3.769 -1.467 -1.464  0.274
37 H 2.939 -1.289 0.319  0.054
38 H 2.973 1.572 -0.771  0.164
39 H 4.180 0.728 0.494  0.265
40 H 4.660 0.723 -1.348  0.286

=====

max |F| of number 1 (C11H28FN2O3)? 0.0073 hartree/bohr